[1]
A structure of composition C19H33Br3CaCl5CsFN2Na2O11PS3. Source: the Open Molecules 2025 dataset; level of theory: the ωB97M-V functional and the def2-TZVPD basis.

XYZ file:
```
82
Properties=species:S:1:pos:R:3:lowdin_charge:R:1
C -0.64 2.93 -2.65 -0.05
C 0.82 2.94 -3.44 -0.43
N 0.73 1.84 -4.46 -0.26
C 0.74 2.34 -5.88 -0.21
C -0.62 3.22 -6.14 -0.10
C 1.72 0.72 -4.22 -0.97
S 1.16 -0.86 -4.50 0.73
S 3.50 0.89 -3.67 0.76
C 3.48 0.77 -1.77 -0.61
C 2.60 -0.51 -1.25 -0.20
C 2.42 -0.50 0.38 -0.15
N 3.48 -1.34 1.02 -0.15
O 3.02 -2.62 1.26 -0.02
C 3.88 -0.82 2.36 -0.35
O 4.99 -1.27 2.82 0.02
O 3.14 0.12 3.14 -0.16
C 2.29 -0.54 4.13 -0.33
C 0.72 -0.60 3.69 -0.15
C -0.15 -0.45 5.03 -0.21
C 0.03 -1.70 6.07 -0.27
S -1.22 -3.06 5.78 0.45
O -2.46 -2.91 6.65 -0.40
O -1.67 -3.11 4.32 -0.42
Cl -0.27 -4.91 6.15 0.32
H -1.36 3.74 -3.02 0.09
H -1.06 1.86 -2.80 0.11
H -0.42 3.00 -1.50 0.08
H 0.99 3.97 -4.01 0.12
H 1.62 2.80 -2.61 -0.28
H 1.69 2.96 -6.17 0.10
H 0.61 1.40 -6.56 0.14
H -0.38 4.32 -5.86 0.08
H -0.97 3.18 -7.23 0.02
H -1.50 2.88 -5.48 0.09
H 3.08 1.75 -1.27 -0.15
H 4.56 0.60 -1.32 -0.22
H 1.52 -0.45 -1.67 0.08
H 3.17 -1.45 -1.62 0.13
H 2.46 0.60 0.73 0.13
H 1.36 -0.93 0.60 0.13
H 3.75 -3.19 0.88 0.16
H 2.62 -1.66 4.21 0.11
H 2.37 -0.09 5.20 -0.05
H 0.56 0.24 2.92 0.12
H 0.54 -1.61 3.14 0.13
H -1.28 -0.33 4.78 0.13
H 0.14 0.49 5.64 0.12
H -0.12 -1.28 7.14 0.12
H 1.12 -2.12 6.07 0.08
Cl 5.90 -0.11 -0.52 0.05
Na 3.61 2.63 -5.22 0.45
C -3.93 2.06 -9.25 -1.58
Br -3.55 3.63 -8.18 0.57
Br -5.07 2.47 -10.76 0.65
Br -2.31 1.14 -9.79 0.54
H -4.49 1.37 -8.61 -0.02
F -7.34 1.16 -10.37 -0.78
Na -8.99 1.79 -10.12 0.62
O 9.09 -0.18 0.13 -0.24
P 9.01 -1.15 1.31 -0.14
O 8.31 -2.44 0.86 -0.23
O 8.21 -0.51 2.45 -0.24
O 10.42 -1.48 1.80 -0.21
Cs 2.85 3.73 -1.82 1.43
O -2.26 -3.33 13.35 0.11
C -2.58 -3.37 12.19 -0.48
O -1.75 -3.75 11.18 0.03
C -2.41 -3.57 9.92 -0.18
C -3.89 -3.57 10.25 -0.16
C -3.92 -2.96 11.64 -0.09
H -2.09 -2.62 9.49 0.12
H -2.15 -4.38 9.24 0.12
H -4.49 -3.02 9.52 0.12
H -4.26 -4.60 10.29 0.12
H -3.97 -1.87 11.60 0.13
H -4.73 -3.36 12.24 0.13
Ca 4.46 -0.47 5.77 0.65
C -8.78 3.06 -14.73 -1.52
Cl -8.68 4.82 -14.88 0.53
Cl -9.60 2.61 -13.23 0.53
Cl -9.60 2.36 -16.12 0.54
H -7.76 2.67 -14.69 0.02
```

The calculation puts the HOMO-LUMO gap at 0.04577 Eh. The calculation puts the HOMO energy at -0.158 Eh. Its spin multiplicity is 1.

***

[2]
A cluster of 8 separate species, C25H47N3O9S4 in total. Source: the Open Molecules 2025 dataset; level of theory: the ωB97M-V functional and the def2-TZVPD basis.

XYZ file:
```
88
Properties=species:S:1:pos:R:3:lowdin_charge:R:1
C -0.45 4.27 3.76 -0.03
C -0.59 2.96 3.14 -0.47
O -1.66 2.32 3.24 0.03
C 0.52 2.48 2.29 -0.02
H -0.67 5.09 3.07 0.10
H 0.53 4.44 4.21 0.09
H -1.21 4.34 4.53 0.09
H 1.01 3.25 1.69 0.08
H 0.25 1.67 1.61 0.08
H 1.34 2.01 2.82 0.08
C -0.29 -0.68 -0.80 -0.03
C 0.96 -1.28 -0.27 -0.24
N 1.94 -1.73 -0.05 0.16
H -0.40 -0.74 -1.88 0.07
H -0.20 0.39 -0.65 0.05
H -1.13 -1.05 -0.20 0.07
C 3.33 -4.44 0.67 -0.09
C 3.32 -5.59 -0.33 -0.25
N 3.33 -6.51 -1.05 0.10
H 4.04 -3.65 0.41 0.05
H 3.62 -4.82 1.64 0.07
H 2.31 -4.07 0.75 0.04
C -0.17 -0.03 -6.53 -0.07
C -0.76 -0.75 -5.37 -0.24
N -1.24 -1.36 -4.52 0.17
H -0.40 1.04 -6.55 0.08
H -0.65 -0.43 -7.42 0.07
H 0.89 -0.15 -6.77 0.08
C -2.95 -3.01 -2.35 -0.22
C -3.26 -3.72 -0.94 -0.17
C -4.70 -3.51 -0.65 -0.27
S -5.62 -2.81 -1.99 0.74
O -6.46 -1.66 -1.55 -0.38
O -6.19 -3.88 -2.86 -0.35
C -4.07 -2.06 -2.71 -0.22
H -2.76 -3.67 -3.20 0.10
H -2.01 -2.47 -2.29 0.05
H -2.51 -3.44 -0.20 0.11
H -3.09 -4.79 -1.11 0.11
H -4.68 -2.81 0.19 0.06
H -5.34 -4.32 -0.30 0.11
H -3.90 -1.18 -2.10 0.10
H -4.35 -1.89 -3.75 0.10
C 7.30 0.25 2.09 -0.19
C 6.48 -0.89 1.42 -0.23
C 5.20 -0.31 0.99 -0.26
S 4.70 0.98 2.22 0.71
O 3.65 0.52 3.12 -0.35
O 4.47 2.22 1.48 -0.36
C 6.40 1.11 3.04 -0.17
H 7.82 0.70 1.24 0.12
H 8.02 -0.17 2.79 0.11
H 6.20 -1.76 2.02 0.12
H 6.87 -1.22 0.46 0.12
H 4.24 -0.81 0.83 0.07
H 5.32 0.28 0.08 0.10
H 6.48 0.71 4.05 0.10
H 6.54 2.19 3.08 0.09
C -5.63 0.58 4.19 -0.23
C -6.69 0.61 3.12 -0.24
C -6.13 0.48 1.72 -0.21
S -4.66 -0.53 2.03 0.69
O -3.65 -0.07 1.08 -0.36
O -4.94 -1.91 2.28 -0.31
C -4.26 0.25 3.66 -0.20
H -5.81 -0.19 4.94 0.11
H -5.68 1.55 4.70 0.11
H -7.36 1.46 3.15 0.12
H -7.40 -0.21 3.24 0.12
H -5.86 1.42 1.23 0.11
H -6.74 0.01 0.95 0.11
H -3.71 1.16 3.43 0.07
H -3.54 -0.28 4.29 0.11
C 3.54 3.18 -2.18 -0.25
C 2.47 2.64 -1.31 -0.26
C 1.16 2.72 -2.01 -0.17
S 1.63 2.36 -3.80 0.74
O 1.00 3.39 -4.64 -0.34
O 1.29 0.96 -4.00 -0.36
C 3.42 2.53 -3.50 -0.23
H 4.51 2.90 -1.76 0.13
H 3.50 4.27 -2.24 0.13
H 2.51 3.26 -0.41 0.11
H 2.80 1.65 -0.99 0.12
H 0.80 3.74 -2.09 0.10
H 0.36 2.04 -1.71 0.08
H 3.90 2.92 -4.39 0.11
H 3.78 1.51 -3.56 0.11
```

The calculation puts the HOMO-LUMO gap at 0.35776 Eh. The structure (SMILES) is O=S1(=O)CCCC1.O=S1(=O)CCCC1.O=S1(=O)CCCC1.O=S1(=O)CCCC1.CC(C)=O.CC#N.CC#N.CC#N. The calculation puts the HOMO energy at -0.354 Eh. Its spin multiplicity is 1.

***

[3]
A structure of composition C18H29BClF3InN2O3. Source: the Open Molecules 2025 dataset; level of theory: the ωB97M-V functional and the def2-TZVPD basis.

XYZ file:
```
58
Properties=species:S:1:pos:R:3:lowdin_charge:R:1
C 3.08 -2.62 -1.40 -0.13
C 3.79 -1.33 -1.80 -0.25
C 3.08 -0.47 -2.89 -0.27
C 1.79 -1.04 -3.47 -0.42
C 1.61 -0.39 -4.86 -0.19
In -0.08 -0.54 -2.29 0.82
C 0.31 0.49 -0.35 -0.27
C 1.16 -0.28 0.67 -0.37
C 0.41 -1.46 1.30 -0.56
Cl 0.73 -1.50 3.09 0.50
C -1.30 0.92 -3.55 -0.25
C -2.81 0.80 -3.25 -0.24
C -3.23 1.55 -2.02 -0.20
F -2.31 2.22 -1.27 0.05
C -4.53 1.61 -1.61 -0.27
F -5.27 0.54 -1.29 0.10
F -5.26 2.74 -1.49 0.09
B -1.36 -2.45 -2.14 -0.62
N -1.61 -3.23 -0.91 0.07
O -1.96 -2.94 -3.30 0.04
H 2.01 -2.50 -1.27 0.04
H 3.47 -2.95 -0.43 0.07
H 3.29 -3.41 -2.12 0.07
H 3.94 -0.70 -0.93 0.08
H 4.80 -1.59 -2.14 0.09
H 2.94 0.54 -2.53 0.10
H 3.80 -0.37 -3.72 0.09
H 1.83 -2.12 -3.65 0.06
H 1.94 0.64 -4.88 0.07
H 0.60 -0.51 -5.25 0.03
H 2.26 -0.94 -5.56 0.06
H 0.74 1.49 -0.45 0.03
H -0.67 0.64 0.12 0.02
H 1.41 0.40 1.48 0.06
H 2.11 -0.64 0.28 0.07
H -0.66 -1.38 1.17 0.05
H 0.80 -2.40 0.92 0.05
H -1.00 1.91 -3.21 0.03
H -1.15 0.79 -4.62 0.02
H -3.10 -0.25 -3.11 0.09
H -3.42 1.18 -4.06 0.10
H -2.48 -3.75 -1.05 0.05
H -0.89 -3.94 -0.87 0.05
H -1.55 -2.53 -4.05 0.05
C -2.35 2.38 6.33 -0.08
C -1.38 2.58 7.31 -0.08
C -0.05 2.39 7.01 -0.01
C 0.31 2.01 5.73 -0.14
C -0.64 1.80 4.74 0.00
C -1.98 1.99 5.05 -0.06
N 1.73 1.82 5.39 -0.35
O 2.55 1.99 6.28 0.06
O 1.98 1.52 4.25 0.07
H -3.40 2.53 6.56 0.10
H -1.68 2.88 8.30 0.10
H 0.71 2.54 7.77 0.11
H -0.35 1.49 3.75 0.11
H -2.73 1.83 4.29 0.11
```

The calculation puts the HOMO-LUMO gap at 0.20780 Eh. Its net charge is -1. The calculation puts the HOMO energy at -0.151 Eh. Its spin multiplicity is 1.

***

[4]
A cluster of 2 separate species, C4H12NO in total. Source: the Open Molecules 2025 dataset; level of theory: the ωB97M-V functional and the def2-TZVPD basis.

XYZ file:
```
18
Properties=species:S:1:pos:R:3:nbo_charge:R:1
C -1.49 0.66 -0.04 -0.09
O -0.91 0.37 1.28 -0.76
C -1.55 2.15 -0.37 -0.65
H -0.76 0.18 -0.72 0.21
H -2.50 0.20 -0.05 0.18
H -1.05 1.19 1.79 0.48
H -0.52 2.63 -0.31 0.21
H -1.97 2.27 -1.38 0.23
H -2.22 2.67 0.31 0.20
C 1.64 -0.97 -0.45 -0.36
C 1.56 -2.09 -1.23 -0.70
N 1.31 -1.05 1.01 -0.74
H 1.86 0.03 -0.80 0.18
H 1.87 -2.01 -2.31 0.20
H 1.15 -3.03 -0.84 0.17
H 0.41 -0.55 1.22 0.45
H 1.11 -1.99 1.33 0.40
H 2.07 -0.66 1.55 0.38
```

Its energy relative to the best compared isomer or geometry (same formula, charge and spin) is 2.860 eV. The calculation puts the HOMO-LUMO gap (alpha / beta) at 0.13156 / 0.30198 Eh. The calculation puts the HOMO energy (alpha / beta) at -0.112 / -0.287 Eh. As for the expectation value of S²: 0.75. Its spin multiplicity is 2.

***

[5]
A cluster of 2 separate species, C4H9OPS in total. Source: the Open Molecules 2025 dataset; level of theory: the ωB97M-V functional and the def2-TZVPD basis.

XYZ file:
```
16
Properties=species:S:1:pos:R:3:nbo_charge:R:1
C -0.74 -0.66 -0.55 0.30
C -0.83 -0.79 0.91 -0.68
C 2.93 -0.53 0.58 -0.45
C -0.11 0.25 -1.30 -0.60
O -1.64 -1.54 -1.24 -0.69
P 1.02 1.45 -0.67 0.30
S 4.35 -0.04 0.06 0.12
H 0.11 -0.57 1.32 0.22
H -1.12 -1.83 1.22 0.22
H -1.56 -0.18 1.50 0.25
H 2.80 -1.52 0.91 0.17
H 2.06 0.04 0.71 0.16
H 0.02 0.23 -2.42 0.25
H 0.22 1.60 0.62 -0.02
H 0.51 2.63 -1.40 0.00
H -1.61 -2.40 -0.78 0.47
```

Its energy relative to the best compared isomer or geometry (same formula, charge and spin) is 4.340 eV. The calculation puts the HOMO-LUMO gap at 0.29665 Eh. The structure (SMILES) is C/C(O)=C\P.C=S. The calculation puts the HOMO energy at -0.309 Eh. Its spin multiplicity is 1.

***

[6]
An isolated molecule of C13H16N4OS. Source: the Open Molecules 2025 dataset; level of theory: the ωB97M-V functional and the def2-TZVPD basis.

XYZ file:
```
35
Properties=species:S:1:pos:R:3:nbo_charge:R:1
N -1.40 -2.02 0.86 -0.50
N -0.54 -2.14 -2.58 -0.44
N 2.56 -0.06 0.18 -0.45
O -3.69 -2.36 1.40 -0.50
S -2.98 -2.42 -1.20 0.42
C -2.61 -2.34 0.52 0.37
C 0.69 -1.79 -2.57 0.29
C 1.51 -0.60 0.82 0.38
C -1.27 -2.10 -1.40 -0.08
C -0.59 -1.84 -0.23 0.27
C 1.23 -1.03 -1.39 0.00
C 2.40 -0.36 -1.16 0.15
N 0.67 -1.24 -0.13 -0.33
C -3.56 -1.57 2.55 -0.27
C 1.42 -2.09 -3.80 -0.65
C 3.48 0.13 -2.14 -0.64
C 0.38 0.98 4.17 -0.60
C 1.37 -0.44 2.28 -0.45
C 0.56 0.76 2.65 -0.37
H -4.45 -1.52 3.17 0.20
H -2.64 -1.84 3.14 0.19
H -3.39 -0.49 2.41 0.18
H 2.36 -1.69 -3.57 0.21
H 1.47 -3.19 -4.01 0.24
H 0.98 -1.50 -4.60 0.24
H 4.09 -0.78 -2.29 0.22
H 3.92 1.04 -1.91 0.24
H 2.96 0.35 -3.11 0.21
H -0.18 1.85 4.29 0.21
H 1.27 0.99 4.73 0.21
H -0.33 0.21 4.52 0.20
H 0.80 -1.23 2.57 0.22
H 2.44 -0.42 2.65 0.24
H 0.98 1.65 2.24 0.20
H -0.43 0.57 2.12 0.20
```

Its energy relative to the best compared isomer or geometry (same formula, charge and spin) is 3.080 eV. The calculation puts the HOMO-LUMO gap at 0.29825 Eh. The structure (SMILES) is CCCc1nc(C)c2c(C)nc3sc(OC)nc3n12. The calculation puts the HOMO energy at -0.282 Eh. Its spin multiplicity is 1.

***

[7]
A cluster of 2 separate species, C4H8N2OS in total. Source: the Open Molecules 2025 dataset; level of theory: the ωB97M-V functional and the def2-TZVPD basis.

XYZ file:
```
16
Properties=species:S:1:pos:R:3:nbo_charge:R:1
C -1.03 -0.72 0.12 0.07
C -1.40 0.65 -0.46 -0.29
C 0.65 1.20 0.32 0.31
C 0.34 -1.18 -0.51 -0.24
H -1.64 0.58 1.72 0.46
H -1.90 -1.49 -0.30 0.16
H -1.06 0.68 -1.58 0.20
H -2.52 0.79 -0.42 0.21
H 1.30 1.95 0.99 0.19
H 3.31 -0.11 -0.80 0.09
H 0.75 -1.86 0.18 0.23
H 0.63 -1.22 -1.52 0.23
N -0.57 1.52 0.35 -0.56
N 1.29 0.00 -0.09 -0.62
O -1.01 -0.82 1.55 -0.70
S 2.86 0.02 0.46 0.25
```

Its energy relative to the best compared isomer or geometry (same formula, charge and spin) is 6.006 eV. The calculation puts the HOMO-LUMO gap at 0.32460 Eh. The calculation puts the HOMO energy at -0.330 Eh. Its spin multiplicity is 1.

***

[8]
A structure of composition C26H45MnP2Si. Source: the Open Molecules 2025 dataset; level of theory: the ωB97M-V functional and the def2-TZVPD basis.

XYZ file:
```
75
Properties=species:S:1:pos:R:3:lowdin_charge:R:1
Mn 0.05 -0.27 0.29 0.61
C -1.75 4.09 -0.90 -0.02
C -1.10 3.23 0.16 -0.16
C -1.82 2.21 0.78 -0.18
C -3.32 2.12 0.56 -0.02
C -1.17 1.33 1.66 -0.26
C -1.94 0.25 2.42 -0.03
C 0.19 1.56 1.99 -0.26
C 0.88 0.58 2.94 -0.03
C 0.84 2.73 1.54 -0.19
C 2.15 3.20 2.14 -0.03
C 0.20 3.53 0.60 -0.18
C 0.87 4.78 0.07 -0.02
H -1.03 4.38 -1.67 0.08
H -2.14 5.03 -0.48 0.11
H -2.57 3.58 -1.39 0.08
H -3.58 1.50 -0.31 0.07
H -3.73 3.11 0.38 0.10
H -3.83 1.71 1.43 0.09
H -2.93 0.09 2.01 0.06
H -2.04 0.53 3.47 0.12
H -1.45 -0.72 2.42 0.05
H 0.65 -0.46 2.72 0.05
H 0.55 0.72 3.97 0.12
H 1.96 0.67 2.91 0.07
H 2.94 3.33 1.39 0.08
H 2.54 2.55 2.92 0.08
H 2.01 4.18 2.60 0.11
H 1.05 4.71 -1.01 0.09
H 1.83 4.99 0.55 0.07
H 0.24 5.66 0.22 0.11
C 3.83 0.62 0.37 -0.20
P 2.28 0.37 -0.56 0.89
C 2.16 1.83 -1.63 -0.20
C 2.66 -1.02 -1.68 -0.37
C 3.60 -0.91 -2.69 -0.06
C 3.83 -1.97 -3.56 -0.03
C 3.11 -3.15 -3.42 -0.03
C 2.18 -3.29 -2.40 -0.06
C 1.96 -2.24 -1.52 -0.36
P 0.90 -2.46 -0.06 0.88
C -0.03 -3.97 -0.36 -0.21
C 2.02 -2.88 1.30 -0.20
H 4.59 0.95 -0.34 0.07
H 4.15 -0.32 0.82 0.05
H 3.71 1.37 1.15 0.02
H 2.91 1.78 -2.41 0.05
H 2.33 2.73 -1.03 0.04
H 1.17 1.91 -2.08 0.06
H 4.17 0.00 -2.82 0.11
H 4.57 -1.87 -4.35 0.13
H 3.27 -3.97 -4.12 0.13
H 1.65 -4.23 -2.30 0.11
H -0.64 -3.88 -1.26 0.04
H -0.68 -4.19 0.49 0.06
H 0.68 -4.79 -0.47 0.07
H 2.68 -3.68 0.96 0.07
H 1.44 -3.23 2.16 0.07
H 2.62 -2.02 1.60 0.03
C -4.60 -0.94 -0.48 -0.18
Si -3.09 -1.96 -0.33 0.43
C -3.12 -3.33 -1.59 -0.18
C -3.02 -2.65 1.41 -0.18
C -1.56 -0.89 -0.75 -0.26
H -5.46 -1.62 -0.44 0.06
H -4.66 -0.41 -1.44 0.05
H -4.71 -0.21 0.33 0.02
H -4.12 -3.37 -2.05 0.05
H -2.93 -4.31 -1.13 0.04
H -2.40 -3.18 -2.41 0.04
H -3.44 -3.66 1.42 0.05
H -3.62 -2.04 2.09 0.04
H -2.01 -2.70 1.82 0.01
H -1.84 0.15 -0.92 0.02
H -1.10 -1.27 -1.67 0.02
```

Its energy relative to the best compared isomer or geometry (same formula, charge and spin) is 0.929 eV. The calculation puts the HOMO-LUMO gap (alpha / beta) at 0.24946 / 0.29731 Eh. Its net charge is +2. The calculation puts the HOMO energy (alpha / beta) at -0.526 / -0.535 Eh. As for the expectation value of S²: 6.30. Its spin multiplicity is 5.

***

[9]
A cluster of 2 separate species, C5H13NO2 in total. Source: the Open Molecules 2025 dataset; level of theory: the ωB97M-V functional and the def2-TZVPD basis.

XYZ file:
```
21
Properties=species:S:1:pos:R:3:nbo_charge:R:1
C 1.52 1.40 0.85 -0.64
C 1.40 1.45 -0.63 -0.39
C 1.03 0.17 -1.40 -0.49
C -0.34 -0.36 -1.22 0.66
N -0.73 -1.24 -0.26 -0.62
C 0.00 -1.44 1.05 -0.42
O -1.21 -0.11 -2.08 -0.65
H 1.87 2.38 1.22 0.22
H 2.41 0.87 1.23 0.22
H 0.55 1.26 1.32 0.21
H 0.85 2.30 -1.06 0.22
H 2.40 1.77 -1.00 0.20
H 1.72 -0.60 -1.03 0.20
H 1.21 0.39 -2.44 0.25
H -1.75 -1.31 -0.20 0.41
H -0.52 -0.79 1.80 0.19
H 1.06 -1.29 0.89 0.21
H -0.31 -2.47 1.24 0.21
H -3.70 -0.36 -0.11 0.48
H -3.62 -0.88 1.35 0.47
O -3.84 -1.14 0.45 -0.94
```

Its energy relative to the best compared isomer or geometry (same formula, charge and spin) is 1.357 eV. The calculation puts the HOMO-LUMO gap at 0.36159 Eh. The structure (SMILES) is CCCC(=O)NC.O. The calculation puts the HOMO energy at -0.340 Eh. Its spin multiplicity is 1.

***

[10]
A cluster of 5 separate species, C4H17NO5 in total. Source: the Open Molecules 2025 dataset; level of theory: the ωB97M-V functional and the def2-TZVPD basis.

XYZ file:
```
27
Properties=species:S:1:pos:R:3:nbo_charge:R:1
C 1.09 1.26 -2.14 -0.60
C 0.91 -0.32 -1.99 -0.42
C -0.53 -0.68 -1.62 -0.50
C -0.51 -2.05 -0.73 0.68
N -0.38 -1.97 0.59 -0.84
O -0.43 -3.13 -1.29 -0.64
H 0.90 1.40 -3.26 0.19
H 1.96 1.65 -1.91 0.21
H 0.28 1.87 -1.89 0.20
H 1.33 -0.84 -2.86 0.22
H 1.67 -0.76 -1.28 0.22
H -1.12 0.04 -1.04 0.22
H -1.11 -0.97 -2.54 0.23
H -0.32 -1.07 1.02 0.40
H -0.39 -2.77 1.20 0.41
H 1.93 0.54 1.26 0.48
H 3.37 0.31 1.72 0.46
O 2.85 0.68 1.05 -0.96
H -1.92 -0.35 0.82 0.47
H -3.40 -0.53 0.59 0.48
O -2.73 0.05 0.49 -0.95
H 0.67 -0.01 3.15 0.49
H 0.18 0.96 2.29 0.51
O 0.49 0.06 2.21 -0.97
H -2.03 1.60 1.79 0.50
H -1.38 3.02 2.02 0.49
O -1.38 2.04 2.33 -0.98
```

Its energy relative to the best compared isomer or geometry (same formula, charge and spin) is 1.686 eV. The calculation puts the HOMO-LUMO gap at 0.33848 Eh. The structure (SMILES) is CCCC(N)=O.O.O.O.O. The calculation puts the HOMO energy at -0.334 Eh. Its spin multiplicity is 1.